No. 1
{"formula": "CH2N4", "method": "wB97M-V/def2-TZVPD", "multiplicity": 1, "homo_energy_ev": -11.07, "gap_ev": 12.114, "charge": 0, "smiles": "c1nn[nH]n1", "symbols": ["C", "H", "H", "N", "N", "N", "N"], "positions_angstrom": [[-0.42070, -0.87789, 0.35549], [-0.57528, -1.87098, 0.85740], [0.69067, 1.89859, 0.24492], [-0.27736, -0.82839, -1.03576], [0.14723, 0.44755, -1.26610], [0.38779, 1.01772, -0.04609], [0.04766, 0.21339, 0.89014]], "mulliken_charge": [0.06, 0.32, 0.25, -0.20, -0.32, 0.33, -0.44]}

---

No. 2
{"formula": "C42H60ClN2O5SSeV", "method": "wB97M-V/def2-TZVPD", "multiplicity": 4, "s2": 3.758, "homo_energy_ev": [-3.86, -4.60], "gap_ev": [6.173, 6.911], "charge": -1, "symbols": ["V", "C", "C", "C", "C", "C", "C", "C", "Se", "C", "C", "C", "C", "C", "C", "O", "C", "C", "C", "C", "C", "C", "C", "C", "C", "O", "C", "C", "C", "C", "C", "C", "H", "H", "H", "H", "H", "H", "H", "H", "H", "H", "H", "H", "H", "H", "H", "H", "H", "H", "H", "H", "H", "H", "H", "H", "H", "H", "H", "H", "H", "H", "H", "H", "H", "H", "H", "H", "H", "H", "H", "H", "C", "N", "C", "C", "S", "N", "C", "C", "H", "H", "H", "H", "H", "H", "H", "H", "H", "H", "H", "H", "C", "C", "C", "C", "Cl", "C", "C", "C", "O", "C", "C", "O", "O", "H", "H", "H", "H", "H", "H", "H", "H"], "positions_angstrom": [[-1.37819, -0.08540, -1.09646], [4.04175, 5.63176, -1.90820], [3.78592, 4.71403, -0.70460], [4.99511, 3.79269, -0.54081], [3.66645, 5.56932, 0.56542], [2.49340, 3.92804, -0.91700], [2.43780, 2.54568, -0.94865], [1.23226, 1.88434, -1.12129], [1.23657, -0.04075, -1.10348], [1.27203, -0.29826, 0.80018], [2.51454, -0.31998, 1.41965], [2.62075, -0.38617, 2.79630], [1.41792, -0.42011, 3.50716], [0.15521, -0.40335, 2.93974], [0.04318, -0.36539, 1.50997], [-1.09972, -0.37059, 0.90582], [-1.04342, -0.45756, 3.90731], [-0.98437, -1.77706, 4.69560], [-2.43162, -0.37990, 3.25932], [-0.94932, 0.71936, 4.89376], [3.95256, -0.40873, 3.54234], [4.06715, -1.70064, 4.36425], [5.14340, -0.34501, 2.58590], [4.03849, 0.79844, 4.48820], [-0.00027, 2.55934, -1.28910], [-1.11844, 1.90406, -1.45938], [0.04883, 3.98546, -1.24785], [1.28076, 4.59981, -1.07199], [-1.17665, 4.91147, -1.37028], [-1.01399, 5.79110, -2.62145], [-1.24826, 5.81691, -0.12801], [-2.53672, 4.21205, -1.47980], [4.96638, 6.20080, -1.76972], [4.13102, 5.04461, -2.82481], [3.22561, 6.34335, -2.04651], [5.89674, 4.39238, -0.39289], [4.88257, 3.13629, 0.32510], [5.14810, 3.16872, -1.42403], [4.58991, 6.12999, 0.74062], [2.84619, 6.28540, 0.48828], [3.47460, 4.93584, 1.43402], [3.33508, 1.95080, -0.82940], [3.39630, -0.27618, 0.79233], [1.47925, -0.46579, 4.59014], [-1.04376, -2.62853, 4.01384], [-0.05953, -1.86943, 5.26852], [-1.82483, -1.83907, 5.39394], [-2.61276, -1.21111, 2.58159], [-3.17986, -0.40408, 4.05917], [-2.56098, 0.53578, 2.68554], [-0.02920, 0.69684, 5.48030], [-0.98079, 1.66847, 4.35429], [-1.79262, 0.69275, 5.59048], [4.00927, -2.57473, 3.71218], [5.01906, -1.73251, 4.90387], [3.26141, -1.77800, 5.09649], [5.15145, -1.19331, 1.89800], [5.13168, 0.57333, 1.99413], [6.07532, -0.36530, 3.15675], [3.23599, 0.78304, 5.22777], [4.99267, 0.80152, 5.02442], [3.95382, 1.73038, 3.92495], [1.30277, 5.68466, -1.04847], [-0.10890, 6.39997, -2.57726], [-0.95573, 5.16771, -3.51676], [-1.87150, 6.46285, -2.72705], [-0.35682, 6.43495, -0.01077], [-2.11216, 6.48440, -0.20063], [-1.35882, 5.21156, 0.77414], [-2.61631, 3.60620, -2.37983], [-2.72841, 3.55412, -0.63490], [-3.31325, 4.98417, -1.51055], [-4.58844, -2.61787, -1.58031], [-4.02182, -2.04655, -2.79770], [-3.27930, -3.01062, -3.61280], [-3.79291, -0.72587, -2.85894], [-3.93568, 0.27578, -1.48685], [-3.44036, -0.20932, -4.07324], [-3.00795, 1.17865, -4.18593], [-4.09389, -0.68724, -5.28738], [-4.85046, -3.65365, -1.79363], [-5.48185, -2.06966, -1.29177], [-3.86120, -2.57639, -0.76966], [-2.53954, -3.49693, -2.97776], [-2.74506, -2.51979, -4.41840], [-3.96589, -3.75214, -4.02663], [-2.36004, 1.46200, -3.35988], [-3.86558, 1.85880, -4.20129], [-2.45786, 1.27695, -5.12309], [-4.65002, -1.59991, -5.10191], [-3.36094, -0.87054, -6.07550], [-4.79428, 0.07688, -5.63987], [0.89883, -7.67375, -0.50614], [-0.52167, -7.25398, -0.74498], [-1.48343, -8.14661, -1.18273], [-2.78604, -7.72212, -1.40631], [-3.97888, -8.87468, -1.95942], [-3.14604, -6.40838, -1.20180], [-2.19106, -5.49690, -0.76472], [-0.88655, -5.91484, -0.53094], [0.10328, -5.11099, -0.09803], [-0.21316, -3.73340, 0.10705], [-0.48764, -2.96438, -1.20617], [0.28245, -3.11722, -2.14395], [-1.53217, -2.22012, -1.16410], [1.02715, -8.73819, -0.70093], [1.19917, -7.46287, 0.52169], [1.57656, -7.10943, -1.14935], [-1.22129, -9.18284, -1.35607], [-4.16545, -6.09317, -1.38169], [-2.46668, -4.46110, -0.62226], [0.67699, -3.30867, 0.56818], [-1.05338, -3.62672, 0.79531]], "lowdin_spin": [2.79, 0.00, 0.00, 0.00, 0.00, 0.00, 0.00, 0.01, 0.01, 0.01, 0.00, 0.00, 0.00, 0.00, 0.01, 0.03, 0.00, 0.00, 0.00, 0.00, 0.00, 0.00, 0.00, 0.00, 0.01, 0.03, 0.00, 0.00, 0.00, 0.00, 0.00, 0.00, 0.00, 0.00, 0.00, 0.00, 0.00, 0.00, 0.00, 0.00, 0.00, 0.00, 0.00, 0.00, 0.00, 0.00, 0.00, 0.00, 0.00, 0.00, 0.00, 0.00, 0.00, 0.00, 0.00, 0.00, 0.00, 0.00, 0.00, 0.00, 0.00, 0.00, 0.00, 0.00, 0.00, 0.00, 0.00, 0.00, 0.00, 0.00, 0.00, 0.00, 0.00, 0.00, 0.00, 0.01, 0.03, 0.00, 0.00, 0.00, 0.00, 0.00, 0.00, 0.00, 0.00, 0.00, 0.00, 0.00, 0.00, 0.00, 0.00, 0.00, 0.00, 0.00, 0.00, 0.00, 0.00, 0.00, 0.00, 0.00, 0.00, 0.00, 0.01, 0.00, 0.05, 0.00, 0.00, 0.00, 0.00, 0.00, 0.00, 0.00, 0.00]}

---

No. 3
{"formula": "C21H36CuP2Te", "method": "wB97M-V/def2-TZVPD", "multiplicity": 2, "s2": 0.759, "homo_energy_ev": [-5.22, -6.90], "gap_ev": [5.549, 6.885], "charge": 0, "symbols": ["P", "P", "C", "C", "H", "H", "H", "H", "C", "H", "H", "H", "C", "H", "H", "H", "C", "H", "H", "H", "C", "H", "H", "H", "Cu", "C", "C", "C", "C", "C", "C", "C", "C", "C", "H", "H", "H", "H", "H", "H", "H", "H", "H", "H", "H", "H", "H", "H", "H", "Te", "C", "C", "C", "C", "C", "C", "H", "H", "H", "H", "H"], "positions_angstrom": [[0.02117, -1.31908, -5.91447], [0.34472, 1.99897, -5.23419], [-0.28974, -0.08398, -7.20550], [0.49132, 1.21334, -6.96570], [-1.38029, 0.07986, -7.25050], [0.02020, -0.56811, -8.14689], [1.56787, 1.04360, -7.13050], [0.14249, 1.97722, -7.68059], [-1.33041, 2.69574, -5.58510], [-1.63493, 3.34648, -4.76000], [-2.07588, 1.89738, -5.68626], [-1.26994, 3.27314, -6.51777], [1.35118, 3.44596, -5.71460], [0.90782, 3.91363, -6.60337], [2.37261, 3.10974, -5.93050], [1.36989, 4.15514, -4.88333], [-1.21794, -2.60234, -6.15419], [-1.23058, -3.27578, -5.29276], [-0.94311, -3.16291, -7.05588], [-2.21224, -2.15729, -6.27434], [1.58504, -2.11277, -6.38297], [2.38336, -1.37035, -6.48544], [1.42955, -2.62809, -7.33537], [1.87480, -2.83170, -5.61009], [1.39827, 2.31767, -1.13837], [0.10940, 1.31687, -2.72935], [-1.25941, 1.05716, -2.75127], [-1.73454, -0.11474, -3.47891], [-1.88998, -1.43968, -2.67629], [-0.70304, -2.32202, -2.60175], [0.52465, -2.19342, -3.14552], [1.25894, -0.92355, -3.49391], [1.23847, 0.31525, -2.56110], [0.37282, -0.57594, 0.97869], [0.45050, 2.39678, -2.63796], [-1.97385, 1.79922, -2.35757], [-1.03078, -0.31941, -4.31128], [-2.69942, 0.12643, -3.95443], [-2.27431, -1.23060, -1.66713], [-2.71799, -1.98820, -3.15904], [-0.88137, -3.20002, -1.96726], [1.15897, -3.10120, -3.15957], [0.98672, -0.50251, -4.51827], [2.31368, -1.23553, -3.64276], [1.30241, -0.08265, -1.53962], [2.20763, 0.82259, -2.78480], [1.21453, -1.16972, 1.35818], [0.27148, -0.64724, -0.10733], [-0.55743, -0.81243, 1.51225], [0.86075, 1.46458, 1.44608], [0.38714, 0.93300, 3.53132], [-0.94515, 0.97793, 3.94388], [-1.30561, 0.46834, 5.20167], [-0.33024, -0.09353, 6.04391], [1.01078, -0.12721, 5.62252], [1.36869, 0.38484, 4.36369], [-1.68798, 1.38710, 3.25484], [-2.34820, 0.51300, 5.52621], [-0.60960, -0.47854, 7.02642], [1.77470, -0.54894, 6.28002], [2.39522, 0.34343, 3.99597]], "lowdin_spin": [0.00, 0.00, 0.00, 0.00, 0.00, 0.00, 0.00, 0.00, 0.00, 0.00, 0.00, 0.00, 0.00, 0.00, 0.00, 0.00, 0.00, 0.00, 0.00, 0.00, 0.00, 0.00, 0.00, 0.00, 0.38, 0.06, 0.04, 0.01, 0.00, 0.00, 0.00, 0.00, 0.05, -0.01, 0.06, 0.00, 0.00, 0.00, 0.00, 0.00, 0.00, 0.00, 0.00, 0.00, 0.01, 0.02, 0.00, 0.00, 0.00, 0.22, 0.12, 0.01, 0.00, 0.00, 0.00, 0.01, 0.00, 0.00, 0.00, 0.00, 0.00]}

---

No. 4
{"formula": "C4H2BrNS", "method": "wB97M-V/def2-TZVPD", "multiplicity": 1, "homo_energy_ev": -8.84, "gap_ev": 7.940, "charge": 0, "symbols": ["C", "C", "C", "C", "N", "S", "Br", "H", "H"], "positions_angstrom": [[0.35443, 0.41459, 1.96642], [0.13754, -1.23652, -1.01454], [0.01147, -0.05837, -1.72054], [-0.47407, 0.27061, -0.43798], [-0.99698, -1.01110, -0.11563], [0.27590, 1.39981, 0.70434], [0.78081, 1.03405, -3.04414], [0.74526, 0.69642, 2.94124], [-0.83435, -1.50949, 0.72082]], "mulliken_charge": [-0.53, -0.47, 0.35, 0.42, -0.32, 0.03, -0.09, 0.27, 0.33]}

---

charge of number 4 (C4H2BrNS)? 0